Record 1
C8H7N2O2S | ωB97M-V/def2-TZVPD

Last column: Mulliken charge in e.
Atoms and positions in Å:
1 C 1.52 0.62 -2.57  -0.5653
2 C 2.00 -0.68 -2.16  -0.4909
3 C 0.70 1.31 -1.72  -0.7227
4 C 1.50 -1.26 -0.96  -0.5068
5 C 0.21 0.75 -0.55  0.2943
6 C 0.70 -0.55 -0.14  0.5778
7 C -2.79 -0.60 1.83  0.7414
8 C -0.92 0.03 1.43  -0.3913
9 N -0.71 1.07 0.42  -0.1810
10 N 0.02 -0.98 0.96  -0.1282
11 O -3.08 -1.50 1.16  -0.5409
12 O -3.29 0.14 2.63  -0.6458
13 S -0.34 0.83 3.05  -0.3750
14 H 1.80 0.98 -3.51  0.4192
15 H 2.78 -1.21 -2.67  0.3521
16 H 0.19 2.17 -2.02  0.3613
17 H 1.85 -2.27 -0.55  0.1728
18 H -0.97 1.98 0.60  0.2280
19 H 0.41 -1.74 1.47  0.2498
20 H -1.56 0.93 3.31  0.1511

**Total charge**: -1
**Relative energy (zero: lowest compared OMol25 entry of this formula, charge and spin)**: 141.2 kJ/mol

***

Record 2
C19H26F3N3O3PRuSSeSi | ωB97M-V/def2-TZVPD

Last column: Mulliken charge in e.
Atoms and positions in Å:
1 Ru 0.22 -0.04 0.12  0.2887
2 C 2.46 -2.06 -3.02  -0.7953
3 C 1.48 -2.13 -4.02  -0.5236
4 C 0.33 -1.39 -3.89  -1.0604
5 C 0.16 -0.59 -2.76  0.6443
6 N 1.10 -0.56 -1.78  0.6813
7 C 2.22 -1.27 -1.91  -0.4879
8 C -1.00 0.26 -2.50  0.6702
9 C -1.85 0.77 -3.48  -0.9497
10 C -2.85 1.65 -3.11  -0.5502
11 C -2.97 2.02 -1.77  -0.9749
12 C -2.11 1.45 -0.85  -0.6204
13 N -1.16 0.58 -1.19  0.8141
14 H 3.38 -2.61 -3.10  0.4755
15 H 1.64 -2.77 -4.87  0.4570
16 H -0.44 -1.44 -4.64  0.4599
17 H 2.94 -1.18 -1.11  0.5628
18 H -1.69 0.51 -4.51  0.4149
19 H -3.50 2.08 -3.85  0.4649
20 H -3.71 2.72 -1.44  0.4980
21 H -2.16 1.73 0.20  0.6971
22 C 1.27 -4.04 2.64  -1.0410
23 Si -0.59 -3.97 2.19  0.3511
24 C -1.14 -5.53 1.23  -1.0256
25 C -1.89 -3.35 3.42  -0.9551
26 Se -0.63 -2.23 0.41  0.1020
27 H 1.47 -4.82 3.36  0.3928
28 H 1.62 -3.10 3.06  0.3169
29 H 1.87 -4.25 1.75  0.3168
30 H -1.22 -6.36 1.93  0.3791
31 H -0.44 -5.81 0.46  0.3244
32 H -2.12 -5.39 0.77  0.3442
33 H -2.23 -4.14 4.08  0.4579
34 H -2.76 -2.96 2.88  0.2981
35 H -1.51 -2.54 4.04  0.2660
36 S 3.88 0.81 2.65  -0.3821
37 C 2.63 0.27 1.85  0.5252
38 N 1.72 -0.20 1.26  -0.5203
39 F -3.54 0.20 4.04  -0.2463
40 C -2.42 0.83 3.68  0.6620
41 F -2.72 2.12 3.51  -0.2473
42 F -1.56 0.73 4.70  -0.2546
43 C -1.79 0.24 2.36  0.7510
44 O -2.29 -0.78 1.91  -0.5982
45 O -0.83 0.91 1.92  -0.5083
46 C 1.62 4.31 -2.13  -1.2538
47 P 1.50 3.46 -0.52  0.7962
48 C 0.21 4.28 0.47  -1.0129
49 C 3.12 3.69 0.29  -1.0691
50 O 1.19 2.01 -0.71  -0.3275
51 H 1.86 5.37 -2.00  0.4225
52 H 0.68 4.22 -2.67  0.3192
53 H 2.40 3.82 -2.72  0.3458
54 H 0.54 5.24 0.86  0.4432
55 H -0.05 3.62 1.29  0.1825
56 H -0.66 4.44 -0.16  0.3213
57 H 3.39 4.74 0.32  0.4545
58 H 3.87 3.14 -0.28  0.3353
59 H 3.08 3.30 1.31  0.1678

**Total charge**: +1

***

Record 3
C3H12N2O | ωB97M-V/def2-TZVPD

Last column: Mulliken charge in e.
Atoms and positions in Å:
1 C 0.75 -2.18 -1.83  -0.4435
2 C 1.12 -2.64 -0.64  -0.6248
3 H -0.23 -2.05 -2.05  0.2809
4 H 1.45 -1.76 -2.51  0.2286
5 H 0.42 -2.87 0.27  0.2879
6 H 2.15 -2.51 -0.24  0.2498
7 N -0.31 -0.77 1.41  -0.4704
8 C -1.39 0.13 1.33  -0.2578
9 O -0.91 1.60 1.44  -0.5596
10 H 0.37 -0.80 0.72  0.2829
11 H 0.17 -0.41 2.23  0.1872
12 H -1.93 -0.05 0.39  0.2649
13 H -2.09 0.06 2.15  0.2844
14 H -1.48 2.09 1.97  0.2793
15 N 0.77 2.82 -1.71  -0.6283
16 H 0.75 2.88 -2.68  0.2144
17 H 1.74 3.19 -1.46  0.2105
18 H -0.15 3.28 -1.38  0.2137

**Total charge**: 0
**Relative energy (zero: lowest compared OMol25 entry of this formula, charge and spin)**: 230.6 kJ/mol

***

Record 4
C3H3N4O2S2 | ωB97M-V/def2-TZVPD

Last column: Mulliken charge in e.
Atoms and positions in Å:
1 C 1.97 -1.77 -2.26  0.1722
2 C 1.52 -1.01 -0.11  0.2610
3 C -0.38 -1.48 -2.20  0.6189
4 N 0.72 -1.79 -2.60  -0.2303
5 N 0.73 -0.73 0.67  -0.2215
6 N -2.74 2.67 2.78  -0.1555
7 N 2.41 -1.38 -1.03  -0.1652
8 O -1.48 -1.23 -2.06  -0.1669
9 O -0.54 1.55 2.68  -0.4165
10 S -3.73 3.90 2.26  -0.2380
11 S -1.34 2.45 1.98  0.5063
12 H 2.62 -2.23 -3.10  0.3915
13 H -3.12 2.29 3.60  0.3028
14 H 3.38 -1.26 -0.60  0.3412

**Total charge**: +1
**Relative energy (zero: lowest compared OMol25 entry of this formula, charge and spin)**: 70.1 kJ/mol

***

Record 5
C5H10O2 | ωB97M-V/def2-TZVPD

Last column: Mulliken charge in e.
Atoms and positions in Å:
1 O 2.23 0.37 -0.35  -0.4945
2 C 1.48 -0.51 0.38  -0.7010
3 C 0.06 -0.28 0.48  0.3229
4 C -0.50 1.14 0.67  -0.7356
5 C -1.81 1.05 -0.10  -0.4163
6 O -1.43 0.36 -1.29  -0.3776
7 C -0.52 -0.61 -0.93  -0.4753
8 H 3.12 0.01 -0.45  0.3465
9 H 0.81 -2.24 -0.36  0.0189
10 H 2.01 -1.12 1.11  0.5070
11 H -0.37 -0.95 1.23  0.3026
12 H -0.63 1.40 1.73  0.3357
13 H 0.17 1.88 0.20  0.2808
14 H -2.25 2.00 -0.40  0.3531
15 H -2.56 0.47 0.46  0.2570
16 H 0.18 -0.74 -1.76  0.3757
17 H 0.01 -2.23 -0.62  0.1000

**Total charge**: 0
**Relative energy (zero: lowest compared OMol25 entry of this formula, charge and spin)**: 604.1 kJ/mol

***

Record 6
C31H62F2NO25 | ωB97M-V/def2-TZVPD

Last column: Mulliken charge in e.
Atoms and positions in Å:
1 C -1.28 -4.87 -1.52  -1.5334
2 C 0.20 -4.64 -1.20  0.2985
3 C 0.82 -5.54 -0.16  -0.5488
4 O 2.22 -5.51 -0.32  -0.4312
5 C 2.76 -4.23 -0.14  -0.5291
6 C 2.00 -3.09 -0.84  -0.8201
7 N 0.52 -3.24 -0.79  0.4389
8 F 0.04 -2.41 -1.82  -0.1652
9 C -0.17 -2.77 0.45  -0.7347
10 C 0.71 -2.40 1.63  -0.4241
11 F -0.15 -1.91 2.56  -0.3008
12 H -1.93 -4.23 -0.94  0.3816
13 H -1.44 -4.69 -2.56  0.3639
14 H -1.52 -5.90 -1.30  0.3870
15 H 0.76 -4.80 -2.11  0.4858
16 H 0.48 -6.55 -0.29  0.4436
17 H 0.58 -5.25 0.86  0.2959
18 H 2.93 -4.04 0.92  0.2924
19 H 3.74 -4.24 -0.59  0.4159
20 H 2.26 -3.13 -1.88  0.4906
21 H 2.33 -2.12 -0.51  0.5794
22 H -0.85 -3.55 0.78  0.2859
23 H -0.80 -1.94 0.18  0.6554
24 H 1.46 -1.65 1.42  0.3280
25 H 1.19 -3.28 2.05  0.3085
26 C -6.76 -3.23 -0.77  -0.6074
27 O -7.26 -4.26 -1.63  -0.3102
28 C -6.43 -5.27 -1.84  0.8319
29 O -5.32 -5.39 -1.37  -0.5581
30 O -7.03 -6.15 -2.64  -0.3125
31 C -6.26 -7.31 -2.95  -0.6131
32 H -7.53 -2.48 -0.69  0.2288
33 H -6.54 -3.63 0.22  0.2845
34 H -5.86 -2.78 -1.20  0.2710
35 H -6.03 -7.87 -2.05  0.2882
36 H -5.35 -7.03 -3.47  0.2773
37 H -6.87 -7.92 -3.61  0.2237
38 C -1.87 0.49 3.76  -0.4863
39 O -2.25 1.72 3.12  -0.2056
40 C -2.89 1.56 1.96  0.7012
41 O -3.15 0.50 1.43  -0.5828
42 O -3.19 2.77 1.49  -0.2592
43 C -3.91 2.77 0.25  -0.6615
44 H -1.35 0.77 4.68  0.3075
45 H -2.74 -0.10 4.00  0.3197
46 H -1.19 -0.07 3.13  0.0351
47 H -4.86 2.26 0.36  0.2983
48 H -3.32 2.31 -0.53  0.2877
49 H -4.09 3.81 0.01  0.2239
50 C 1.07 -0.49 -4.19  -0.5207
51 O 1.46 0.87 -4.38  -0.3198
52 C 2.40 1.28 -3.52  0.8519
53 O 2.91 0.61 -2.65  -0.5688
54 O 2.68 2.55 -3.81  -0.3424
55 C 3.69 3.14 -2.98  -0.6451
56 H 0.30 -0.71 -4.93  0.2931
57 H 1.91 -1.16 -4.35  0.2954
58 H 0.65 -0.62 -3.19  0.1423
59 H 4.63 2.61 -3.08  0.3001
60 H 3.37 3.15 -1.94  0.2956
61 H 3.82 4.17 -3.32  0.2302
62 C -1.51 4.56 4.17  -0.5241
63 O -1.79 5.39 5.30  -0.3269
64 C -1.10 5.08 6.40  0.7795
65 O -0.30 4.18 6.50  -0.5522
66 O -1.46 5.92 7.36  -0.3221
67 C -0.80 5.71 8.61  -0.6350
68 H -2.12 4.90 3.35  0.2300
69 H -0.46 4.64 3.89  0.3787
70 H -1.76 3.53 4.38  0.2095
71 H 0.27 5.83 8.51  0.2918
72 H -1.03 4.71 9.00  0.2972
73 H -1.18 6.46 9.30  0.2207
74 C 4.44 -4.43 -8.93  -0.6351
75 O 3.80 -3.58 -7.97  -0.3161
76 C 4.25 -2.32 -7.98  0.7197
77 O 5.09 -1.87 -8.70  -0.5305
78 O 3.58 -1.64 -7.04  -0.2086
79 C 3.95 -0.26 -6.93  -0.4228
80 H 3.99 -5.41 -8.82  0.2154
81 H 4.25 -4.06 -9.94  0.2970
82 H 5.51 -4.49 -8.75  0.2983
83 H 3.75 0.26 -7.86  0.3310
84 H 5.00 -0.17 -6.66  0.3321
85 H 3.34 0.17 -6.14  -0.0826
86 C 4.70 -6.79 3.76  -0.5872
87 O 5.71 -5.94 4.29  -0.3056
88 C 5.64 -4.67 3.90  0.8325
89 O 4.81 -4.21 3.15  -0.5713
90 O 6.63 -4.00 4.46  -0.3216
91 C 6.69 -2.61 4.13  -0.6159
92 H 4.88 -7.78 4.17  0.2249
93 H 3.71 -6.46 4.07  0.2702
94 H 4.76 -6.83 2.68  0.2695
95 H 5.78 -2.10 4.46  0.2859
96 H 6.83 -2.47 3.06  0.2834
97 H 7.54 -2.20 4.67  0.2223
98 C 6.21 7.84 -0.04  -0.6214
99 O 5.19 8.64 -0.64  -0.3182
100 C 4.61 8.09 -1.70  0.8235
101 O 4.86 7.01 -2.17  -0.5522
102 O 3.69 8.95 -2.16  -0.3047
103 C 2.98 8.49 -3.31  -0.5996
104 H 6.60 8.41 0.80  0.2208
105 H 5.80 6.90 0.32  0.2864
106 H 7.02 7.65 -0.74  0.2938
107 H 2.43 7.58 -3.08  0.2675
108 H 3.65 8.33 -4.14  0.2929
109 H 2.27 9.28 -3.56  0.2126
110 C -6.17 4.96 4.69  -0.4664
111 O -7.39 4.23 4.52  -0.3238
112 C -7.86 4.23 3.28  0.8357
113 O -7.36 4.77 2.33  -0.5502
114 O -8.99 3.53 3.27  -0.3350
115 C -9.63 3.45 1.99  -0.6030
116 H -5.89 4.87 5.74  0.2231
117 H -5.38 4.54 4.08  0.1339
118 H -6.32 6.01 4.45  0.3140
119 H -8.97 2.95 1.27  0.2674
120 H -9.90 4.44 1.63  0.2935
121 H -10.52 2.85 2.12  0.2197

**Total charge**: +1

***

| no. | energy (eV) |
| --- | --- |
| 1 | -26320.293 |
| 2 | -134817.942 |
| 3 | -8330.932 |
| 4 | -34873.134 |
| 5 | -9436.782 |
| 6 | -91256.172 |